1.
{
  "formula": "C48H108F4N2O8P3S4",
  "method": "wB97M-V/def2-TZVPD",
  "symbols": ["C", "C", "C", "C", "P", "C", "C", "C", "C", "C", "C", "C", "C", "C", "C", "C", "C", "H", "H", "H", "H", "H", "H", "H", "H", "H", "H", "H", "H", "H", "H", "H", "H", "H", "H", "H", "H", "H", "H", "H", "H", "H", "H", "H", "H", "H", "H", "H", "H", "H", "H", "H", "H", "C", "C", "C", "C", "P", "C", "C", "C", "C", "C", "C", "C", "C", "C", "C", "C", "C", "H", "H", "H", "H", "H", "H", "H", "H", "H", "H", "H", "H", "H", "H", "H", "H", "H", "H", "H", "H", "H", "H", "H", "H", "H", "H", "H", "H", "H", "H", "H", "H", "H", "H", "H", "H", "C", "C", "C", "C", "P", "C", "C", "C", "C", "C", "C", "C", "C", "C", "C", "C", "C", "H", "H", "H", "H", "H", "H", "H", "H", "H", "H", "H", "H", "H", "H", "H", "H", "H", "H", "H", "H", "H", "H", "H", "H", "H", "H", "H", "H", "H", "H", "H", "H", "H", "H", "H", "H", "N", "S", "O", "O", "F", "S", "O", "O", "F", "N", "S", "O", "O", "F", "S", "O", "O", "F"],
  "coordinates": [[-5.9375, -1.9629, -3.9699], [-4.6922, -2.0926, -3.1037], [-4.8362, -1.5283, -1.6827], [-5.5564, -2.5534, -0.7936], [-5.5780, -2.1596, 0.9697], [-7.0078, -2.9813, 1.7212], [-7.1339, -4.4454, 1.3640], [-8.3881, -5.1156, 1.9131], [-8.1601, -5.7043, 3.3098], [-5.6728, -0.3940, 1.1249], [-5.7498, 0.1948, 2.5390], [-5.4759, 1.6950, 2.6523], [-6.3663, 2.5447, 1.7369], [-4.1017, -2.8130, 1.7816], [-2.8881, -3.1507, 0.9365], [-1.6726, -3.3725, 1.8328], [-0.4843, -4.0230, 1.1233], [-5.9170, -2.6749, -4.7932], [-6.0677, -0.9582, -4.3737], [-6.8408, -2.1620, -3.3861], [-3.8345, -1.5805, -3.5538], [-4.3220, -3.1245, -3.0942], [-5.4346, -0.6186, -1.7438], [-3.8353, -1.2492, -1.3480], [-5.0494, -3.5154, -0.8863], [-6.5993, -2.6058, -1.1120], [-7.8313, -2.3531, 1.3603], [-6.9203, -2.7695, 2.7930], [-6.2561, -5.0570, 1.5919], [-7.1732, -4.4933, 0.2675], [-8.6521, -5.9550, 1.2644], [-9.2585, -4.4579, 1.8707], [-9.0884, -6.0263, 3.7742], [-7.6569, -4.9881, 3.9648], [-7.4825, -6.5543, 3.2141], [-6.6172, -0.1080, 0.6456], [-4.8302, 0.0607, 0.5943], [-5.1137, -0.3565, 3.2390], [-6.7679, 0.1033, 2.9432], [-4.4635, 1.9377, 2.3090], [-5.5281, 2.0387, 3.6833], [-6.1194, 3.6036, 1.7531], [-7.4041, 2.5122, 2.1020], [-6.3617, 2.1312, 0.7291], [-4.4241, -3.6810, 2.3650], [-3.7954, -2.0600, 2.5157], [-2.6176, -2.2802, 0.3213], [-3.0205, -3.9722, 0.2268], [-1.9464, -4.0879, 2.6181], [-1.4178, -2.3972, 2.2461], [0.3094, -4.2560, 1.8304], [-0.1127, -3.3561, 0.3420], [-0.7999, -4.9623, 0.6623], [-5.0476, 2.1926, -1.7887], [-4.5418, 2.6124, -3.1608], [-3.0288, 2.6928, -3.2709], [-2.3797, 1.3255, -3.0911], [-0.6748, 1.1491, -3.6640], [-0.7392, 1.4737, -5.4454], [0.6016, 1.5328, -6.1790], [0.4919, 1.6247, -7.6828], [-0.1726, 2.9304, -8.1640], [0.5195, 2.2938, -2.9481], [1.9757, 1.8465, -2.9314], [2.8576, 2.9856, -2.4269], [4.3490, 2.7146, -2.5821], [-0.2512, -0.5910, -3.4203], [-0.7237, -1.5995, -4.4690], [0.0265, -2.9193, -4.3653], [-0.3290, -3.6901, -3.0917], [-4.5168, 1.3471, -1.3453], [-6.1076, 1.9409, -1.8775], [-4.9595, 2.9933, -1.0495], [-4.9050, 3.6169, -3.3802], [-4.9159, 1.8903, -3.8932], [-2.6236, 3.3232, -2.4734], [-2.7460, 3.1731, -4.2101], [-2.8325, 0.4580, -3.5923], [-2.3702, 1.0834, -2.0281], [-1.2868, 2.4138, -5.5524], [-1.4313, 0.7226, -5.8409], [1.1971, 0.6553, -5.8944], [1.1653, 2.3754, -5.7648], [-0.0702, 0.7853, -8.0980], [1.4891, 1.6069, -8.1231], [-0.9101, 3.3143, -7.4588], [-0.6993, 2.7967, -9.1087], [0.5814, 3.6975, -8.3393], [0.1537, 2.5441, -1.9487], [0.3971, 3.2137, -3.5315], [2.2901, 1.6252, -3.9604], [2.0933, 0.9071, -2.3900], [2.6052, 3.1387, -1.3742], [2.5863, 3.9111, -2.9397], [4.6514, 2.8036, -3.6268], [4.6024, 1.7057, -2.2441], [4.9455, 3.4128, -1.9940], [-0.5567, -0.8690, -2.4122], [0.8456, -0.6045, -3.4355], [-0.6091, -1.1756, -5.4708], [-1.8028, -1.7753, -4.4067], [1.0992, -2.7163, -4.4284], [-0.2236, -3.4705, -5.2743], [-1.3873, -3.5330, -2.8600], [0.2599, -3.3709, -2.2326], [-0.2131, -4.7599, -3.2612], [8.7322, -4.3503, 1.8348], [7.7789, -3.4437, 2.6127], [6.6003, -2.9882, 1.7359], [5.6220, -2.0475, 2.4489], [6.0215, -0.2863, 2.5616], [4.9615, 0.4707, 3.7903], [3.4944, 0.0509, 3.6157], [2.5825, 1.1243, 4.2283], [2.5570, 1.0888, 5.7365], [7.7654, -0.0566, 2.9445], [8.1112, -0.1972, 4.4301], [9.6137, -0.0784, 4.6575], [10.2341, 1.2421, 4.2054], [5.6599, 0.3674, 0.9175], [6.3044, 1.7171, 0.6066], [5.7554, 2.9424, 1.3458], [4.2403, 3.1301, 1.2646], [8.2054, -4.9779, 1.1160], [9.1845, -5.0701, 2.5200], [9.5294, -3.7725, 1.3717], [8.2943, -2.6149, 3.0874], [7.3109, -4.0558, 3.3904], [6.0600, -3.9071, 1.5028], [6.9344, -2.5735, 0.7791], [5.4610, -2.4442, 3.4572], [4.6442, -2.0473, 1.9560], [5.0875, 1.5552, 3.7378], [5.3511, 0.2200, 4.7807], [3.2834, -0.9224, 4.0607], [3.2515, -0.0408, 2.5519], [1.5685, 1.0430, 3.8237], [2.8523, 2.1103, 3.8338], [3.5234, 1.3019, 6.2027], [2.2798, 0.0837, 6.0751], [1.8204, 1.7500, 6.1897], [8.0918, 0.9243, 2.5895], [8.3603, -0.7487, 2.3436], [7.8310, -1.1962, 4.7912], [7.5361, 0.4702, 5.0736], [10.1324, -0.9204, 4.1888], [9.8546, -0.1727, 5.7195], [10.3541, 1.2875, 3.1211], [11.2342, 1.3511, 4.6245], [9.6579, 2.0996, 4.5576], [4.5778, 0.3415, 0.7491], [6.0498, -0.3655, 0.2010], [6.3022, 1.9016, -0.4708], [7.3873, 1.6730, 0.7749], [6.1924, 3.8086, 0.8400], [6.1360, 2.9898, 2.3701], [3.6994, 2.4800, 1.9504], [3.8786, 3.0336, 0.2461], [4.0438, 4.1546, 1.5860], [-0.5251, 0.6458, -0.5153], [-1.3133, 1.3673, 0.6738], [-0.4986, 2.0695, 1.5862], [-2.5541, 0.8279, 1.1133], [-1.8736, 2.5473, -0.2634], [0.7273, -0.0162, 0.2704], [0.4382, -0.7902, 1.4292], [1.9388, 0.7318, 0.1803], [1.0096, -1.2187, -0.7713], [-2.9691, 7.0343, 1.3107], [-3.0567, 5.5819, 0.7417], [-4.3310, 5.1496, 0.2484], [-2.2701, 4.6176, 1.4401], [-2.2216, 5.7838, -0.6235], [-3.4431, 6.9816, 2.8489], [-2.4393, 6.6880, 3.8118], [-4.7286, 6.4052, 3.0312], [-3.6624, 8.5381, 2.9694]],
  "atomic_forces_ev_per_a": [[-0.17, -0.08, 0.16], [0.70, 0.18, -0.19], [-0.13, -0.32, -0.60], [0.38, 0.44, 0.19], [0.44, -0.40, 0.04], [0.55, 1.10, 0.29], [-0.38, -0.24, -1.21], [-0.12, -0.67, 0.25], [0.26, 0.36, -0.22], [-0.57, 0.94, 0.38], [-0.45, 0.02, 1.17], [0.96, 0.81, -1.29], [-1.02, -0.42, 0.89], [-0.07, -0.07, 0.30], [0.79, 0.71, -0.64], [-0.06, -0.93, 0.05], [-0.38, 0.41, -0.28], [-0.04, 0.09, -0.08], [0.15, 0.02, -0.01], [0.02, -0.14, -0.04], [-0.28, 0.23, -0.23], [-0.34, -0.10, 0.30], [0.10, 0.09, 0.11], [-0.12, -0.09, 0.44], [-0.33, -0.17, -0.09], [0.02, -0.34, -0.05], [-0.31, -0.43, 0.06], [-0.09, -0.19, 0.02], [0.08, 0.27, 0.42], [-0.13, 0.00, 0.06], [0.06, 0.08, -0.11], [0.16, 0.22, 0.13], [0.02, -0.05, 0.06], [-0.19, 0.04, 0.10], [-0.11, -0.10, 0.12], [0.26, 0.00, -0.45], [-0.03, -0.15, -0.10], [0.15, 0.09, -0.08], [0.00, -0.49, -0.22], [0.13, -0.36, 0.28], [-0.18, -0.20, 0.09], [0.45, -0.08, -0.25], [0.01, -0.16, -0.18], [0.09, 0.37, -0.15], [0.03, -0.02, -0.05], [-0.10, 0.03, -0.02], [-0.23, -0.05, -0.07], [-0.27, -0.17, 0.26], [-0.13, 0.41, 0.28], [0.20, -0.17, 0.30], [0.09, 0.14, -0.04], [0.20, -0.13, 0.04], [0.04, 0.01, -0.03], [-0.20, 0.32, 0.41], [0.22, 0.04, 0.24], [0.29, -0.10, 0.12], [0.70, -0.21, 0.22], [-0.42, -0.15, -0.32], [-0.42, 0.11, 0.02], [0.26, -0.43, 0.80], [-0.36, 0.69, -0.61], [0.04, -0.06, -0.09], [-0.55, 0.26, 0.32], [0.13, 0.14, -0.99], [-0.09, -0.28, 0.60], [-0.08, -0.10, -0.03], [0.59, 0.01, -0.11], [-0.31, 0.60, -0.39], [-0.18, 0.23, -0.16], [-0.19, -0.07, -0.43], [0.04, -0.13, -0.24], [0.01, -0.08, 0.17], [0.04, 0.11, -0.15], [-0.36, -0.17, -0.16], [-0.02, 0.25, -0.26], [-0.15, 0.12, -0.05], [-0.08, -0.13, -0.09], [-0.46, 0.36, -0.16], [0.05, -0.12, -0.07], [0.13, 0.06, 0.05], [0.19, -0.06, -0.19], [-0.07, -0.05, -0.17], [-0.03, 0.12, -0.25], [0.10, -0.18, 0.22], [0.03, -0.30, 0.06], [0.04, 0.04, 0.03], [0.07, -0.09, -0.02], [-0.07, 0.11, 0.17], [0.13, -0.10, 0.03], [0.09, -0.03, -0.06], [-0.05, -0.06, 0.03], [0.13, 0.24, 0.36], [0.03, 0.08, -0.01], [0.01, -0.02, -0.06], [0.06, -0.04, 0.02], [-0.04, 0.00, 0.00], [-0.02, 0.08, -0.07], [0.01, 0.07, -0.06], [-0.04, -0.09, 0.17], [0.32, -0.10, 0.01], [0.02, -0.07, 0.26], [0.02, -0.08, 0.08], [-0.02, -0.30, 0.19], [0.02, 0.01, 0.08], [0.00, -0.07, -0.01], [0.21, -0.02, 0.23], [0.15, -0.14, 0.62], [-0.76, -0.59, -0.38], [0.30, 0.21, 0.04], [-0.19, -0.25, 0.33], [0.14, -0.33, -0.47], [0.23, -0.21, 0.43], [-0.36, 0.73, -0.23], [-0.56, 0.25, -0.59], [-0.01, -0.44, 0.64], [0.25, 0.53, 0.15], [0.12, -0.95, 0.27], [0.47, 0.39, 0.41], [0.17, -0.11, -0.15], [0.27, -0.07, -0.43], [0.54, 0.42, -0.06], [0.07, 0.11, -0.75], [0.51, 0.43, 0.65], [-0.02, 0.28, -0.25], [0.24, 0.18, 0.00], [-0.04, -0.15, -0.30], [0.12, -0.05, 0.07], [0.17, 0.23, 0.26], [-0.15, 0.13, -0.21], [0.06, 0.03, 0.05], [-0.09, 0.18, 0.03], [0.00, -0.08, 0.03], [-0.12, 0.00, -0.28], [-0.08, -0.24, -0.03], [0.16, -0.01, 0.09], [-0.02, 0.06, 0.01], [0.00, -0.47, 0.16], [0.36, -0.03, 0.26], [0.01, 0.12, -0.13], [0.02, 0.01, -0.06], [0.05, 0.22, -0.22], [-0.29, 0.11, 0.09], [-0.17, -0.14, -0.01], [-0.13, 0.02, -0.17], [0.18, 0.39, -0.23], [-0.09, 0.04, -0.16], [-0.37, -0.15, 0.05], [-0.14, 0.17, 0.00], [0.01, -0.05, -0.01], [-0.09, 0.00, -0.11], [-0.04, 0.25, 0.21], [0.09, -0.10, 0.18], [-0.60, -0.12, 0.00], [-0.09, -0.19, 0.25], [0.17, -0.02, 0.15], [-0.18, -0.08, 0.08], [-0.16, -0.17, -0.30], [-0.08, -0.24, 0.00], [-0.27, -0.05, -0.02], [1.03, -1.31, 1.87], [-2.51, 3.95, -1.16], [1.02, -0.56, 0.81], [0.03, -1.63, 0.08], [0.27, -0.49, -0.25], [0.86, -1.67, -1.75], [-0.29, 0.52, 0.74], [0.01, 0.30, 0.28], [-0.04, 0.33, -0.33], [-0.27, -0.51, 0.66], [0.61, -0.86, -1.40], [-0.17, 0.10, -0.01], [-0.03, -0.22, 0.46], [-0.17, 0.36, 0.25], [0.17, 1.31, -0.05], [0.35, -0.06, -0.09], [-0.54, -0.37, 0.03], [-0.03, 0.08, 0.13]],
  "total_charge": 1,
  "e_homo_ev": -9.220,
  "lumo_energy_ev": -1.76,
  "multiplicity": 1,
  "orbital_gap_ev": 7.46
}

=====

2.
{
  "formula": "C7H6N2O4SY",
  "method": "wB97M-V/def2-TZVPD",
  "symbols": ["O", "C", "Y", "O", "C", "C", "O", "C", "O", "S", "C", "N", "C", "C", "N", "H", "H", "H", "H", "H", "H"],
  "coordinates": [[0.0374, -3.2244, -0.0081], [0.0209, -2.0539, 0.0042], [-0.0188, 0.0026, 0.4688], [-2.7733, -0.0287, -1.6057], [-1.7540, -0.0159, -1.0218], [1.7373, 0.0130, -1.0455], [2.7744, 0.0287, -1.5991], [-0.0299, 2.0507, 0.0007], [-0.0301, 3.2207, -0.0073], [2.0276, 0.4079, 1.8447], [0.9810, -0.0881, 3.1438], [-0.3609, 0.1155, 3.2658], [-0.8653, -0.3812, 4.5392], [0.3638, -0.9008, 5.2338], [1.4377, -0.7015, 4.2735], [-0.9456, 0.5813, 2.5721], [-1.5903, -1.1624, 4.3283], [-1.3325, 0.4355, 5.0853], [0.2935, -1.9633, 5.4703], [0.6062, -0.3357, 6.1348], [2.3947, -0.9329, 4.4201]],
  "atomic_forces_ev_per_a": [[-0.11, 6.83, 0.02], [0.40, -13.22, -1.70], [0.00, -0.56, 5.87], [6.32, 0.06, 3.54], [-8.89, 0.02, -5.92], [8.09, 0.09, -4.80], [-6.45, -0.09, 3.29], [0.13, 12.96, -1.58], [-0.02, -6.62, -0.03], [0.47, 0.10, 0.42], [1.08, -0.80, 2.83], [1.02, -0.12, -1.91], [-1.52, -0.03, 0.23], [0.75, -0.59, 1.12], [-1.72, 1.73, -3.38], [0.06, 0.52, 1.37], [-0.16, -0.02, 0.29], [-0.12, -0.04, -0.01], [-0.05, 0.10, 0.15], [-0.12, -0.15, 0.06], [0.84, -0.15, 0.15]],
  "total_charge": 3,
  "e_homo_ev": -21.043,
  "lumo_energy_ev": -14.81,
  "multiplicity": 1,
  "orbital_gap_ev": 6.23
}

=====

3.
{
  "formula": "C17H22O5",
  "method": "wB97M-V/def2-TZVPD",
  "symbols": ["C", "C", "C", "C", "O", "O", "C", "C", "C", "C", "C", "C", "O", "C", "C", "C", "C", "C", "O", "O", "C", "C", "H", "H", "H", "H", "H", "H", "H", "H", "H", "H", "H", "H", "H", "H", "H", "H", "H", "H", "H", "H", "H", "H"],
  "coordinates": [[-4.6887, -3.6069, 1.0340], [-4.0631, -3.1830, -0.0471], [-4.6073, -2.1378, -0.9772], [-3.7260, -0.9123, -0.8487], [-2.6492, -0.7789, -1.3683], [-4.2910, -0.0028, -0.0518], [-3.5246, 1.1723, 0.2171], [-2.4859, 0.9089, 1.3043], [-1.5960, 2.1186, 1.5853], [-0.7646, 2.5921, 0.3901], [0.0954, 1.4881, -0.2217], [1.0576, 2.0591, -1.2656], [1.8435, 1.0601, -1.8842], [2.8869, 0.5072, -1.2279], [3.3715, 0.9084, 0.0175], [4.4651, 0.2754, 0.5735], [5.0970, -0.7698, -0.0934], [6.2610, -1.4661, 0.4747], [6.8564, -2.3710, -0.0597], [6.6308, -1.0012, 1.6848], [4.6134, -1.1706, -1.3416], [3.5274, -0.5426, -1.8996], [-4.2609, -4.3533, 1.6809], [-5.6603, -3.2324, 1.3116], [-3.0847, -3.5615, -0.3099], [-5.6307, -1.8774, -0.7114], [-4.5544, -2.4946, -2.0070], [-3.0375, 1.4852, -0.7109], [-4.2475, 1.9270, 0.5326], [-1.8712, 0.0619, 0.9978], [-3.0075, 0.6258, 2.2214], [-2.2174, 2.9490, 1.9287], [-0.9194, 1.8533, 2.4006], [-0.1146, 3.4017, 0.7334], [-1.4178, 3.0103, -0.3774], [0.6647, 0.9872, 0.5644], [-0.5291, 0.7408, -0.7129], [1.6940, 2.8392, -0.8283], [0.4886, 2.5039, -2.0869], [2.9081, 1.7167, 0.5610], [4.8362, 0.5911, 1.5361], [7.4004, -1.5018, 1.9960], [5.1103, -1.9812, -1.8521], [3.1410, -0.8383, -2.8619]],
  "atomic_forces_ev_per_a": [[-0.02, -0.10, 0.08], [-0.01, 0.01, -0.14], [0.12, 0.12, 0.08], [-0.20, -0.16, -0.26], [0.15, -0.01, -0.06], [-0.34, 0.01, 0.18], [0.53, 0.19, 0.08], [-0.18, 0.09, -0.11], [-0.07, -0.04, -0.18], [0.10, -0.20, 0.12], [0.15, 0.25, -0.23], [-0.35, 0.14, 0.34], [0.19, -0.24, -0.15], [0.27, -0.19, 0.02], [-0.33, 0.25, -0.13], [0.22, -0.29, -0.11], [-0.24, 0.23, 0.01], [0.44, -0.44, -0.06], [-0.08, 0.06, -0.02], [-0.06, 0.29, 0.36], [0.10, 0.05, 0.22], [-0.19, 0.16, 0.02], [0.14, -0.13, 0.10], [-0.21, 0.12, 0.00], [0.12, -0.10, 0.04], [0.01, -0.05, -0.06], [-0.02, 0.10, 0.01], [-0.11, 0.04, 0.10], [0.06, -0.06, -0.06], [-0.02, -0.05, 0.01], [0.01, -0.06, -0.02], [0.02, 0.04, 0.12], [-0.01, 0.07, 0.06], [-0.03, 0.08, -0.05], [0.00, 0.10, -0.06], [-0.01, -0.07, 0.03], [-0.01, -0.09, 0.02], [-0.03, -0.05, -0.07], [0.09, 0.02, 0.12], [-0.08, 0.06, 0.02], [0.01, 0.04, 0.06], [-0.13, -0.06, -0.28], [0.03, -0.06, -0.06], [-0.04, -0.04, -0.11]],
  "e_homo_ev": -8.680,
  "lumo_energy_ev": 0.75,
  "multiplicity": 1,
  "orbital_gap_ev": 9.43
}